1.
{"formula": "C5H14N2O2", "method": "wB97M-V/def2-TZVPD", "relative_energy_kcal_mol": 148.9, "charge": 0, "smiles": "C[C@H](CN(C)O)N(C)O", "elements": ["C", "C", "C", "N", "C", "O", "N", "C", "O", "H", "H", "H", "H", "H", "H", "H", "H", "H", "H", "H", "H", "H", "H"], "positions_angstrom": [[-0.35362, 1.34042, -0.53050], [0.29433, -0.01014, -0.36042], [-0.02683, -0.80410, 0.83252], [-1.64537, -1.34729, 0.67867], [-2.73119, -0.41125, 0.89224], [-1.79050, -2.03109, -0.57194], [2.01984, 0.07385, 0.16148], [2.67621, 1.18835, -0.49999], [2.62678, -1.10512, -0.41557], [-0.43412, 1.88278, 0.41451], [-1.34433, 1.23314, -0.98329], [0.21110, 1.96187, -1.23392], [0.31137, -0.58140, -1.29070], [0.46447, -1.77393, 0.87908], [-0.00430, -0.25792, 1.77601], [-2.56432, 0.15509, 1.81270], [-2.89948, 0.28893, 0.06273], [-3.67274, -0.96052, 1.01896], [-2.57210, -1.68691, -1.03595], [2.51254, 1.19678, -1.58523], [3.75806, 1.15527, -0.32020], [2.31914, 2.12798, -0.06997], [2.84504, -1.63481, 0.36877]], "mulliken_charge": [-1.483, 0.824, -0.741, -0.134, -0.921, -0.428, -0.266, -0.856, -0.427, 0.300, 0.342, 0.459, 0.193, 0.266, 0.339, 0.304, 0.310, 0.337, 0.314, 0.321, 0.267, 0.345, 0.338]}

---

2.
{"formula": "C38H47BrN3O2PSiTl", "method": "wB97M-V/def2-TZVPD", "charge": 3, "elements": ["Tl", "O", "N", "C", "C", "C", "C", "C", "C", "C", "P", "C", "C", "C", "C", "C", "C", "C", "C", "C", "C", "C", "C", "H", "H", "H", "H", "H", "H", "H", "H", "H", "H", "H", "H", "H", "H", "H", "H", "N", "C", "C", "C", "C", "N", "C", "C", "H", "H", "H", "H", "O", "C", "C", "C", "C", "C", "Si", "Br", "C", "C", "C", "C", "C", "C", "C", "C", "H", "H", "H", "H", "H", "H", "H", "H", "H", "H", "H", "H", "H", "H", "H", "H", "H", "H", "H", "H", "H", "H", "H", "H", "H", "H", "H"], "positions_angstrom": [[-0.69600, -2.31530, -4.00047], [1.00871, -0.44566, -2.33416], [1.78928, 0.67822, -2.37816], [3.10318, 0.63167, -2.38365], [3.72134, 1.89445, -2.54001], [5.09168, 2.16340, -2.57207], [5.51099, 3.47829, -2.70374], [4.58824, 4.51157, -2.81580], [3.20975, 4.25861, -2.80483], [2.78868, 2.95913, -2.66310], [1.12988, 2.28013, -2.65126], [0.06710, 2.81652, -1.34258], [-1.30009, 2.52647, -1.42136], [-2.14540, 3.03140, -0.45379], [-1.63485, 3.81576, 0.57711], [-0.27251, 4.07376, 0.66627], [0.59091, 3.58138, -0.29460], [0.32420, 2.21163, -4.23916], [0.54803, 1.15760, -5.12807], [-0.03739, 1.20402, -6.38158], [-0.81273, 2.29798, -6.75166], [-1.02313, 3.34711, -5.86617], [-0.45617, 3.31174, -4.60332], [0.91112, -0.74201, -1.39964], [3.61927, -0.31605, -2.26583], [5.81227, 1.35751, -2.50446], [6.56872, 3.70261, -2.72994], [4.93602, 5.53109, -2.91992], [2.50224, 5.07244, -2.90108], [-1.69163, 1.92312, -2.23203], [-3.20674, 2.83054, -0.50743], [-2.30456, 4.24099, 1.31240], [0.11902, 4.67230, 1.47750], [1.65018, 3.80166, -0.24672], [1.19813, 0.33424, -4.86007], [0.13231, 0.39784, -7.08354], [-1.23898, 2.34172, -7.74507], [-1.61874, 4.19922, -6.16390], [-0.61048, 4.13221, -3.91207], [-8.23733, -0.96239, -1.68147], [-7.15477, -1.13990, -2.01961], [-5.79452, -1.34230, -2.41803], [-4.77378, -1.29441, -1.46830], [-3.47202, -1.46825, -1.89182], [-3.14303, -1.68177, -3.17196], [-4.12922, -1.73641, -4.07372], [-5.46269, -1.57072, -3.75125], [-5.00399, -1.12801, -0.42557], [-2.64743, -1.43475, -1.18650], [-3.83826, -1.91636, -5.10279], [-6.22461, -1.61784, -4.51605], [-0.50341, -5.94112, -2.14059], [-0.61695, -4.89495, -2.51453], [2.41519, 0.42841, 3.30465], [2.27389, -1.09416, 3.45100], [2.62860, -1.49894, 4.88754], [3.27181, -1.73484, 2.47955], [0.44301, -1.62150, 3.09448], [0.30728, -1.23234, 0.79956], [0.06601, -3.51593, 3.28775], [1.27651, -4.37278, 2.91638], [-1.10303, -3.93212, 2.38806], [-0.29449, -3.75429, 4.75918], [-0.93249, -0.45551, 3.77961], [-2.34402, -1.02734, 3.58739], [-0.68812, -0.22487, 5.28034], [-0.92623, 0.90959, 3.08018], [3.46906, 0.69816, 3.42117], [1.85755, 0.97175, 4.06797], [2.09427, 0.77237, 2.31701], [3.64248, -1.16464, 5.12404], [2.60981, -2.58101, 5.02221], [1.95943, -1.05011, 5.62276], [4.28193, -1.41609, 2.75226], [3.09444, -1.41997, 1.44948], [3.26126, -2.82049, 2.51448], [1.60757, -4.19514, 1.89105], [0.99533, -5.42763, 2.98727], [2.11427, -4.22485, 3.59679], [-0.86740, -3.80349, 1.33004], [-2.02236, -3.39376, 2.60929], [-1.30445, -4.99540, 2.54929], [0.51073, -3.46194, 5.43595], [-0.47303, -4.82203, 4.91584], [-1.20215, -3.23154, 5.05904], [-2.51546, -1.93169, 4.16817], [-2.55613, -1.23521, 2.53522], [-3.07218, -0.28481, 3.92594], [-0.68324, -1.15514, 5.84959], [-1.48622, 0.40357, 5.68410], [0.25378, 0.29418, 5.46444], [-1.23150, 0.82289, 2.03815], [0.04620, 1.39953, 3.11622], [-1.64774, 1.55895, 3.58667]], "mulliken_charge": [0.918, 0.207, 0.099, -0.224, 0.195, -0.951, -0.629, -0.722, -0.243, 0.331, 0.866, 0.717, -0.554, -0.797, -0.608, -0.849, -0.400, 0.818, -0.730, -1.012, -0.520, -0.811, -0.288, -0.263, 0.635, 0.505, 0.468, 0.478, 0.544, 0.555, 0.502, 0.491, 0.505, 0.495, 0.671, 0.524, 0.475, 0.468, 0.488, -0.309, -0.266, 0.675, -0.633, -0.532, -0.226, -0.243, -0.650, 0.537, 0.794, 0.412, 0.521, -0.020, 0.000, -1.957, 2.164, -1.668, -1.658, -0.602, 0.176, 2.398, -2.019, -1.796, -1.617, 2.819, -2.071, -1.818, -2.232, 0.628, 0.298, 0.204, 0.532, 0.299, 0.304, 0.548, 0.126, 0.336, 0.353, 0.603, 0.327, 0.307, 0.308, 0.538, 0.303, 0.542, 0.299, 0.371, 0.280, 0.582, 0.344, 0.539, 0.374, 0.283, 0.265, 0.569]}

---

3.
{"formula": "C5H10O", "method": "wB97M-V/def2-TZVPD", "relative_energy_kcal_mol": 108.5, "charge": 0, "elements": ["C", "C", "C", "C", "C", "O", "H", "H", "H", "H", "H", "H", "H", "H", "H", "H"], "positions_angstrom": [[-1.73466, 0.94354, 0.16868], [-1.27579, -0.48040, 0.47966], [0.20351, -0.57695, 0.83352], [1.02476, 0.34945, -1.53545], [2.14271, 0.02362, -0.61333], [1.01429, -0.85629, -0.33514], [-1.14597, 1.34701, -0.65986], [-1.59315, 1.59055, 1.04374], [-2.79761, 0.96490, -0.09372], [-1.46680, -1.14575, -0.37121], [-1.84649, -0.88587, 1.32498], [0.40427, -1.41482, 1.51162], [0.56000, 0.34904, 1.29890], [1.14580, -0.34095, -2.39017], [3.01933, -0.57564, -0.87776], [2.34579, 0.70855, 0.21555]], "mulliken_charge": [-1.100, -0.461, -0.277, -0.476, -0.204, -0.140, 0.341, 0.294, 0.338, 0.257, 0.340, 0.283, 0.262, 0.117, 0.200, 0.228]}

---

4.
{"formula": "C2H3LiO2Sc", "method": "wB97M-V/def2-TZVPD", "relative_energy_kcal_mol": 72.4, "charge": 3, "elements": ["H", "O", "C", "C", "O", "Sc", "Li", "H", "H"], "positions_angstrom": [[1.24584, -1.74383, -0.16675], [1.75859, -1.23130, -0.79331], [0.88361, -0.22850, -0.80485], [-0.20664, -0.40793, -0.05634], [-1.16683, 0.40828, 0.20681], [-2.51406, 2.27482, 0.82289], [-0.89006, 1.69048, 1.80544], [1.21897, 0.65555, -1.32764], [-0.32944, -1.41758, 0.31375]], "mulliken_charge": [0.313, -0.139, 0.303, -0.228, -0.678, 1.701, 0.969, 0.357, 0.403]}

---

5.
{"formula": "C20H20N4O3", "method": "wB97M-V/def2-TZVPD", "relative_energy_kcal_mol": 413.5, "charge": 0, "smiles": "CCOC(=O)Cc1nnc(Nc2ccc(C(=O)NC)cc2)c2ccccc12", "elements": ["C", "C", "O", "C", "O", "C", "C", "N", "N", "C", "N", "C", "C", "C", "C", "C", "O", "N", "C", "C", "C", "C", "C", "C", "C", "C", "C", "H", "H", "H", "H", "H", "H", "H", "H", "H", "H", "H", "H", "H", "H", "H", "H", "H", "H", "H", "H"], "positions_angstrom": [[-5.70862, -3.80535, -0.02677], [-5.13994, -2.62429, -0.93030], [-5.06396, -1.69118, -0.18983], [-4.83608, -0.43349, -0.53568], [-4.77724, -0.28809, -1.60673], [-4.56277, 0.72750, 0.35797], [-3.11912, 0.80377, 0.67184], [-2.65632, 0.24694, 1.90994], [-1.48689, 0.42479, 2.28081], [-0.58328, 0.75135, 1.35636], [0.81637, 0.31410, 1.84052], [1.96536, 0.20316, 1.31224], [1.91833, -0.39879, -0.15673], [3.03703, -0.77312, -0.51961], [4.36766, -0.77502, 0.05932], [5.43904, -0.93514, -0.57565], [5.52555, -1.75101, -1.55940], [6.63590, -0.35319, -0.18049], [8.05416, -0.65937, -0.98217], [4.30481, -0.20956, 1.40364], [3.26944, 0.30461, 1.88484], [-0.74150, 1.38792, 0.25838], [0.14943, 1.92515, -0.55099], [-0.25036, 2.62809, -1.67111], [-1.51098, 2.85812, -2.05632], [-2.47626, 2.02989, -1.50867], [-2.13930, 1.39339, 0.12270], [-6.79950, -3.51146, 0.31866], [-4.85930, -4.11998, 0.62734], [-5.82651, -4.76887, -0.72251], [-5.87608, -2.23581, -1.70722], [-4.29532, -2.86114, -1.46960], [-5.01068, 1.62548, 0.15574], [-5.09627, 0.26630, 1.42382], [0.75830, 0.26258, 2.81816], [1.00188, -0.39327, -0.59888], [3.13595, -1.17894, -1.57683], [6.66011, 0.50395, 0.08814], [8.37291, 0.01820, -1.48020], [7.84455, -1.31069, -1.73516], [8.61607, -1.05583, -0.11719], [5.21835, -0.10705, 1.79145], [3.14889, 0.58748, 3.09093], [1.05957, 2.16929, 0.03753], [0.58994, 3.15878, -2.10179], [-1.95002, 3.27448, -2.91824], [-3.54914, 2.05075, -1.64253]], "mulliken_charge": [-1.021, -0.464, -0.207, 0.662, -0.401, -1.337, -0.056, -0.401, -0.539, 0.034, -0.022, 0.944, -0.322, -0.754, 0.321, 0.385, -0.735, -0.419, -1.203, -0.801, -1.098, 1.078, -0.381, -0.581, -0.851, -0.543, 0.783, 0.253, 0.306, 0.314, 0.292, 0.391, 0.575, 0.265, 0.288, 0.974, 0.291, 0.271, 0.540, 0.409, 0.282, 0.773, 0.076, 0.483, 0.379, 0.413, 0.356]}

---

6.
{"formula": "CH2O2S", "method": "wB97M-V/def2-TZVPD", "relative_energy_kcal_mol": 43.7, "charge": 0, "elements": ["C", "H", "H", "O", "O", "S"], "positions_angstrom": [[-0.02586, -0.25451, -0.51409], [-2.05026, -0.08137, 0.11075], [1.50731, 0.32301, 1.23654], [-1.26116, -0.04588, -0.91018], [0.83233, -0.95619, -0.97905], [0.25805, 0.58138, 1.05319]], "mulliken_charge": [0.687, 0.419, 0.148, -0.528, -0.451, -0.274]}

---

M for every record listed, in sequence, given in g/mol: 134.2, 921.2, 86.1, 110.9, 364.4, 78.1.
Electronic energy for every record listed, in sequence, given in Eh: -458.70030, -5167.38921, -271.57977, -995.29687, -1218.29494, -587.91718.